Entry 1:
{"formula": "C34H54CoN3O5", "method": "ωB97M-V with the def2-TZVPD basis set", "homo_ev": [-7.08, -7.16], "relative_energy_ev": 0.2276, "orbital_gap_ha": [0.2678, 0.1660], "charge": 0, "e_tot_ev": -88467.7683, "spin_multiplicity": 5, "e_lumo_ev": [0.2, -2.6], "species": ["Co", "C", "N", "C", "C", "C", "N", "C", "C", "C", "C", "C", "C", "C", "O", "C", "C", "C", "C", "C", "C", "C", "C", "C", "C", "C", "C", "C", "C", "C", "O", "C", "C", "C", "C", "C", "C", "C", "C", "H", "H", "H", "H", "H", "H", "H", "H", "H", "H", "H", "H", "H", "H", "H", "H", "H", "H", "H", "H", "H", "H", "H", "H", "H", "H", "H", "H", "H", "H", "H", "H", "H", "H", "H", "H", "H", "H", "H", "H", "H", "H", "H", "H", "H", "H", "H", "H", "H", "H", "H", "H", "H", "H", "O", "N", "O", "O"], "coordinates": [[-1.134, -1.544, -0.316], [-3.961, -1.219, -1.311], [-2.668, -1.623, -1.877], [-2.725, -3.032, -2.300], [-2.286, -0.753, -3.000], [-1.597, 0.516, -2.525], [-0.405, 0.210, -1.732], [0.706, -0.244, -2.592], [1.815, -0.941, -1.863], [3.112, -0.447, -1.891], [4.149, -1.145, -1.292], [3.818, -2.363, -0.705], [2.538, -2.916, -0.665], [1.493, -2.159, -1.237], [0.210, -2.512, -1.238], [2.361, -4.269, 0.051], [3.457, -5.254, -0.405], [2.492, -4.051, 1.567], [1.017, -4.956, -0.225], [5.591, -0.638, -1.242], [5.773, 0.655, -2.039], [6.540, -1.695, -1.830], [5.988, -0.367, 0.217], [0.073, 1.356, -0.956], [-0.908, 1.994, -0.013], [-0.986, 3.353, 0.063], [-1.818, 3.998, 1.001], [-2.578, 3.210, 1.881], [-2.571, 1.832, 1.858], [-1.745, 1.197, 0.851], [-1.789, -0.045, 0.679], [-3.370, 1.003, 2.862], [-2.391, 0.166, 3.711], [-4.375, 0.078, 2.147], [-4.171, 1.896, 3.816], [-1.883, 5.516, 1.011], [-0.463, 6.091, 1.160], [-2.485, 5.980, -0.324], [-2.745, 6.053, 2.155], [-4.771, -1.378, -2.035], [-3.938, -0.164, -1.033], [-4.161, -1.806, -0.415], [-3.455, -3.171, -3.108], [-3.014, -3.648, -1.448], [-1.738, -3.347, -2.633], [-3.167, -0.482, -3.593], [-1.621, -1.318, -3.649], [-2.286, 1.094, -1.905], [-1.347, 1.139, -3.397], [1.113, 0.620, -3.137], [0.295, -0.934, -3.327], [3.294, 0.501, -2.390], [4.614, -2.915, -0.216], [4.451, -4.966, -0.060], [3.481, -5.334, -1.495], [3.247, -6.245, 0.007], [3.449, -3.581, 1.809], [2.437, -5.010, 2.094], [1.690, -3.408, 1.936], [0.850, -5.085, -1.297], [0.178, -4.397, 0.181], [1.030, -5.945, 0.243], [5.503, 0.517, -3.089], [6.820, 0.964, -1.996], [5.170, 1.469, -1.627], [6.228, -1.976, -2.839], [6.561, -2.600, -1.220], [7.561, -1.302, -1.879], [5.353, 0.411, 0.651], [7.030, -0.035, 0.276], [5.882, -1.267, 0.827], [0.451, 2.139, -1.630], [0.929, 1.000, -0.374], [-0.386, 3.941, -0.623], [-3.198, 3.703, 2.612], [-1.745, -0.464, 3.104], [-2.955, -0.483, 4.385], [-1.761, 0.823, 4.316], [-3.881, -0.667, 1.527], [-5.056, 0.664, 1.521], [-4.969, -0.448, 2.897], [-3.525, 2.561, 4.396], [-4.701, 1.256, 4.523], [-4.916, 2.497, 3.287], [0.169, 5.850, 0.303], [0.022, 5.705, 2.060], [-0.514, 7.179, 1.239], [-1.894, 5.627, -1.172], [-2.510, 7.071, -0.360], [-3.506, 5.609, -0.441], [-2.365, 5.734, 3.129], [-3.787, 5.735, 2.064], [-2.730, 7.144, 2.133], [-2.247, -2.904, 0.839], [-1.497, -2.891, 1.891], [-1.832, -3.457, 2.911], [-0.416, -2.255, 1.776]], "atomic_forces_ev_per_a": [[-0.1, -0.6, -0.6], [0.1, 0.0, 0.0], [0.0, 0.0, 0.1], [0.0, 0.0, 0.0], [0.0, 0.0, 0.1], [0.1, 0.0, 0.0], [-0.1, 0.0, 0.2], [0.1, -0.1, -0.1], [0.1, 0.1, -0.1], [-0.1, 0.1, 0.0], [0.0, 0.0, 0.0], [-0.1, -0.1, 0.1], [0.1, -0.1, 0.1], [-0.3, 0.0, 0.1], [0.6, -0.4, -0.3], [0.0, 0.0, 0.0], [0.0, 0.1, 0.0], [0.0, 0.0, 0.0], [0.0, 0.0, 0.0], [0.0, 0.0, 0.0], [0.0, 0.0, 0.0], [0.0, 0.0, 0.0], [0.0, 0.0, 0.0], [-0.1, -0.1, 0.1], [0.1, 0.2, -0.1], [0.0, 0.0, 0.0], [-0.1, -0.1, 0.0], [0.1, 0.0, 0.0], [-0.1, 0.2, 0.1], [0.0, 0.0, -0.1], [-0.4, 0.3, 0.8], [0.0, -0.1, 0.0], [0.0, 0.0, 0.0], [0.1, 0.0, -0.1], [0.0, 0.0, 0.0], [0.0, 0.0, 0.0], [0.0, 0.0, 0.0], [0.0, 0.0, 0.0], [0.0, 0.0, 0.0], [0.0, 0.0, 0.0], [0.0, -0.1, 0.0], [0.0, 0.0, -0.1], [0.0, 0.0, 0.0], [0.0, 0.0, 0.0], [0.0, 0.0, 0.0], [0.0, 0.0, -0.1], [0.0, 0.0, 0.0], [0.0, 0.0, 0.0], [0.0, 0.0, 0.0], [0.0, 0.0, 0.0], [0.0, 0.0, 0.0], [0.0, -0.1, 0.0], [0.0, 0.0, 0.0], [0.0, 0.0, 0.0], [0.0, 0.0, 0.1], [0.0, 0.0, 0.0], [0.0, 0.0, 0.0], [0.0, 0.1, 0.0], [0.0, 0.0, 0.0], [0.0, 0.0, 0.1], [0.1, 0.0, 0.0], [0.0, 0.0, 0.0], [0.0, 0.0, 0.0], [0.0, 0.0, 0.0], [0.0, 0.0, 0.0], [0.0, 0.0, 0.0], [0.0, 0.0, 0.0], [-0.1, 0.0, 0.0], [0.0, 0.0, 0.0], [-0.1, 0.0, 0.0], [0.0, 0.1, 0.0], [0.0, 0.0, 0.0], [0.0, 0.0, 0.0], [0.0, 0.0, 0.1], [0.0, 0.0, 0.0], [0.0, 0.0, 0.0], [0.0, 0.0, 0.0], [0.0, 0.0, 0.0], [0.0, 0.0, 0.1], [0.0, 0.0, 0.0], [0.0, 0.0, 0.0], [0.0, 0.0, 0.0], [0.0, 0.0, 0.0], [0.0, 0.0, 0.0], [0.0, 0.0, 0.1], [0.0, 0.0, 0.0], [0.0, 0.0, 0.0], [0.0, 0.0, 0.0], [0.0, 0.0, 0.0], [0.0, 0.0, 0.0], [0.0, 0.0, 0.0], [0.1, 0.0, 0.0], [0.0, 0.0, 0.0], [0.3, 0.2, 0.3], [0.1, -0.1, 0.1], [0.1, 0.2, -0.5], [-0.4, -0.1, 0.1]]}

***

Entry 2:
{"formula": "C34H54InN2O2", "method": "ωB97M-V with the def2-TZVPD basis set", "homo_ev": [-9.99, -9.99], "orbital_gap_ha": [0.1948, 0.1706], "charge": 1, "e_tot_ev": -48377.9897, "e_lumo_ev": [-4.7, -5.4], "species": ["In", "C", "N", "C", "C", "C", "N", "C", "C", "C", "C", "C", "C", "C", "O", "C", "C", "C", "C", "C", "C", "C", "C", "C", "C", "C", "C", "C", "C", "C", "O", "C", "C", "C", "C", "C", "C", "C", "C", "H", "H", "H", "H", "H", "H", "H", "H", "H", "H", "H", "H", "H", "H", "H", "H", "H", "H", "H", "H", "H", "H", "H", "H", "H", "H", "H", "H", "H", "H", "H", "H", "H", "H", "H", "H", "H", "H", "H", "H", "H", "H", "H", "H", "H", "H", "H", "H", "H", "H", "H", "H", "H", "H"], "coordinates": [[-0.056, 2.685, -1.246], [1.076, 5.679, -1.321], [0.066, 5.008, -0.494], [-1.239, 5.662, -0.628], [0.522, 4.916, 0.896], [-0.284, 3.931, 1.727], [-0.095, 2.523, 1.337], [-1.180, 1.698, 1.904], [-1.694, 0.553, 1.072], [-1.826, -0.690, 1.619], [-2.454, -1.739, 0.918], [-2.949, -1.475, -0.366], [-2.854, -0.243, -0.977], [-2.220, 0.823, -0.234], [-2.107, 2.018, -0.691], [-3.398, -0.019, -2.385], [-4.568, 0.986, -2.352], [-2.273, 0.504, -3.304], [-3.936, -1.319, -2.989], [-2.594, -3.094, 1.580], [-3.480, -2.933, 2.830], [-3.238, -4.139, 0.664], [-1.204, -3.600, 1.998], [1.206, 2.041, 1.845], [1.738, 0.810, 1.170], [1.907, -0.372, 1.862], [2.496, -1.478, 1.258], [2.918, -1.339, -0.067], [2.776, -0.179, -0.810], [2.170, 0.942, -0.169], [2.003, 2.112, -0.761], [3.259, -0.101, -2.258], [2.079, 0.254, -3.184], [3.841, -1.434, -2.735], [4.372, 0.956, -2.394], [2.710, -2.801, 1.981], [4.216, -3.108, 2.047], [1.994, -3.925, 1.213], [2.167, -2.776, 3.410], [1.276, 6.694, -0.961], [2.004, 5.106, -1.303], [0.729, 5.738, -2.351], [-1.216, 6.684, -0.235], [-1.514, 5.698, -1.682], [-2.008, 5.095, -0.107], [1.570, 4.615, 0.870], [0.467, 5.898, 1.383], [-0.008, 4.080, 2.779], [-1.341, 4.174, 1.628], [-0.863, 1.299, 2.873], [-2.045, 2.338, 2.098], [-1.440, -0.864, 2.616], [-3.424, -2.278, -0.904], [-4.274, 1.929, -1.903], [-4.908, 1.177, -3.371], [-5.406, 0.576, -1.785], [-2.164, 1.585, -3.223], [-1.314, 0.036, -3.065], [-2.507, 0.274, -4.343], [-4.752, -1.731, -2.392], [-4.334, -1.107, -3.981], [-3.152, -2.071, -3.095], [-4.472, -2.571, 2.554], [-3.594, -3.899, 3.323], [-3.048, -2.234, 3.547], [-4.260, -3.861, 0.399], [-2.659, -4.285, -0.250], [-3.283, -5.095, 1.184], [-0.735, -2.946, 2.734], [-1.295, -4.592, 2.442], [-0.544, -3.673, 1.132], [1.943, 2.833, 1.707], [1.126, 1.855, 2.924], [1.581, -0.427, 2.895], [3.383, -2.194, -0.536], [1.184, -0.310, -2.905], [1.851, 1.318, -3.146], [2.328, 0.005, -4.217], [3.091, -2.228, -2.730], [4.200, -1.319, -3.758], [4.691, -1.741, -2.122], [4.039, 1.929, -2.044], [5.249, 0.659, -1.815], [4.668, 1.044, -3.441], [4.655, -3.193, 1.053], [4.744, -2.321, 2.588], [4.379, -4.053, 2.569], [2.401, -4.053, 0.210], [2.108, -4.872, 1.744], [0.927, -3.707, 1.124], [2.673, -2.024, 4.018], [1.091, -2.582, 3.429], [2.336, -3.747, 3.877]], "atomic_forces_ev_per_a": [[1.1, 0.2, 1.0], [0.1, 0.1, -0.1], [0.0, -0.7, -0.4], [-0.2, 0.0, 0.0], [0.1, -0.1, 0.3], [0.0, 0.2, 0.1], [-0.1, 0.1, -0.4], [-0.3, -0.1, 0.0], [0.1, -0.1, 0.3], [0.2, 0.2, 0.0], [-0.1, -0.1, 0.0], [0.0, 0.1, -0.1], [-0.2, -0.1, -0.1], [0.0, 0.0, 0.0], [-0.2, -0.2, -0.3], [-0.1, 0.1, -0.1], [0.1, -0.1, 0.1], [-0.1, 0.0, 0.1], [0.1, 0.0, 0.0], [-0.1, -0.2, 0.1], [0.0, 0.1, -0.1], [0.0, 0.1, 0.0], [-0.4, 0.1, -0.1], [0.5, -0.1, 0.0], [0.1, 0.3, -0.6], [0.1, -0.5, 0.0], [-0.1, 0.2, 0.0], [-0.1, -0.1, 0.2], [-0.2, 0.6, 0.1], [-0.1, -1.4, 0.7], [-0.9, 1.2, -0.9], [0.1, 0.1, -0.1], [0.1, 0.0, 0.0], [-0.1, 0.0, 0.0], [-0.1, -0.1, 0.0], [0.1, -0.1, 0.0], [-0.1, 0.0, 0.1], [0.1, 0.1, 0.0], [0.0, 0.0, 0.0], [0.0, 0.0, 0.0], [0.0, 0.0, 0.0], [0.0, 0.0, 0.0], [0.0, 0.0, 0.0], [0.0, 0.0, 0.0], [0.0, 0.0, 0.0], [0.0, 0.1, 0.0], [0.0, 0.0, -0.1], [-0.1, 0.0, 0.0], [0.0, 0.0, 0.1], [0.0, 0.0, 0.0], [0.1, 0.1, 0.0], [0.0, 0.0, 0.0], [0.0, 0.0, 0.1], [0.0, 0.1, 0.0], [0.0, 0.0, 0.0], [0.0, 0.0, 0.0], [0.0, 0.0, 0.0], [0.0, 0.0, -0.1], [0.0, 0.0, 0.0], [0.0, 0.0, 0.0], [0.0, 0.0, 0.0], [0.0, 0.0, 0.0], [0.0, 0.0, 0.0], [0.0, 0.0, 0.0], [0.0, 0.0, 0.0], [0.0, 0.0, 0.0], [0.0, 0.0, 0.0], [0.0, 0.0, 0.0], [0.0, 0.0, -0.1], [0.0, 0.0, 0.0], [-0.7, 0.0, 0.2], [-0.1, 0.0, 0.0], [0.0, 0.1, 0.0], [0.0, 0.0, 0.0], [0.0, 0.0, 0.0], [0.0, 0.0, 0.0], [0.0, 0.0, 0.0], [0.0, 0.0, 0.0], [0.0, 0.0, 0.0], [0.0, 0.0, 0.0], [0.0, 0.0, 0.0], [0.0, 0.1, 0.0], [0.0, 0.0, 0.0], [0.0, 0.0, 0.0], [0.0, 0.0, 0.0], [0.0, 0.0, 0.0], [0.0, 0.0, 0.0], [0.0, 0.0, 0.0], [0.0, 0.0, 0.0], [0.9, -0.1, 0.0], [0.0, 0.0, 0.0], [0.1, 0.0, 0.1], [0.0, 0.0, 0.0]]}